Record 1
Formula: C30H39IrN3S
Source: the Open Molecules 2025 dataset
Level of theory: ωB97M-V with the def2-TZVPD basis set

```
74
Properties=species:S:1:pos:R:3:forces:R:3:mulliken_charge:R:1
Ir -0.258 -0.127 0.134 1.254 -0.140 -2.330 0.41
N 1.362 2.510 0.240 1.355 -1.401 0.955 0.66
N -1.831 1.919 -0.524 -1.631 -0.153 -1.287 0.93
C -0.316 -2.186 0.628 0.102 -0.979 0.711 0.24
C -0.754 -1.414 1.765 0.061 -0.321 0.004 0.78
C 0.333 -0.570 2.178 0.511 -0.188 0.363 0.29
C 0.301 0.425 3.293 0.160 -0.181 -0.047 -1.51
H -0.731 0.582 3.614 0.058 0.112 0.052 0.39
H 0.726 1.384 2.977 -0.079 -0.106 0.009 0.27
H 0.879 0.056 4.147 -0.024 0.094 0.138 0.34
C 1.451 -0.832 1.316 -0.004 -0.190 0.498 0.00
C 2.757 -0.121 1.414 0.158 0.133 0.114 -1.15
H 3.237 -0.302 2.383 0.039 -0.080 -0.062 0.32
H 2.585 0.956 1.310 0.034 -0.167 -0.026 -0.04
H 3.443 -0.440 0.627 0.015 0.037 0.029 0.38
C 1.052 -1.814 0.344 0.149 -0.471 0.693 0.80
C 1.892 -2.386 -0.750 -0.016 -0.119 0.005 -0.92
H 2.697 -1.699 -1.032 -0.132 -0.107 0.005 0.16
H 1.283 -2.586 -1.639 0.110 0.067 0.055 0.21
H 2.346 -3.335 -0.436 0.043 0.041 -0.060 0.29
C -2.120 -1.399 2.367 -0.051 0.086 0.144 -1.56
H -2.037 -1.413 3.457 -0.221 -0.170 0.052 0.44
H -2.686 -2.265 2.026 -0.131 -0.005 0.162 0.44
H -2.673 -0.491 2.088 0.095 -0.214 0.106 0.16
C -1.139 -3.165 -0.141 0.229 -0.028 0.015 -1.26
H -1.071 -2.961 -1.217 -0.086 -0.121 0.136 0.03
H -2.183 -3.070 0.160 -0.017 -0.142 -0.154 0.28
H -0.798 -4.188 0.045 -0.144 -0.136 -0.067 0.33
C 2.457 3.249 0.071 0.428 1.661 -0.530 -0.13
H 3.406 2.759 0.325 -0.075 0.143 -0.267 0.21
C 2.437 4.585 -0.354 1.664 -1.974 0.774 -0.93
H 3.372 5.126 -0.461 -0.052 -0.043 0.013 0.33
C 1.201 5.201 -0.556 -1.585 1.654 -0.758 -0.73
H 1.119 6.234 -0.892 0.116 -0.137 0.041 0.33
C 0.042 4.478 -0.286 0.201 -1.934 0.654 -0.66
H -0.970 4.878 -0.376 0.297 0.168 0.012 0.30
C 0.177 3.131 0.145 -0.978 2.819 -0.980 0.71
C -1.000 2.389 0.504 -1.083 1.532 1.129 -1.49
H -1.462 2.524 1.495 -0.083 -0.242 -0.455 0.18
C -1.660 0.621 -0.906 -0.665 0.302 -0.103 -0.86
C -2.932 2.463 -1.180 0.384 0.090 0.859 -0.80
H -3.193 3.491 -1.013 -0.261 0.042 -0.149 0.59
C -3.471 1.480 -1.919 -0.078 -0.169 -0.210 -0.97
H -4.357 1.457 -2.512 -0.237 0.096 -0.343 0.56
N -2.679 0.336 -1.768 -0.478 0.149 -0.169 1.32
C -3.027 -0.960 -2.309 -0.158 0.561 0.114 -0.31
C -4.069 -1.686 -1.714 0.471 -0.171 -0.360 0.83
C -4.403 -2.928 -2.268 0.097 0.094 -0.266 -0.93
H -5.186 -3.525 -1.796 0.139 0.160 -0.125 0.27
C -3.760 -3.420 -3.406 0.364 0.377 0.203 0.82
C -4.145 -4.739 -4.013 -0.034 -0.137 0.035 -1.47
H -3.336 -5.475 -3.912 -0.193 0.131 -0.014 0.30
H -4.355 -4.618 -5.082 -0.008 -0.097 0.178 0.35
H -5.039 -5.130 -3.516 0.134 -0.060 -0.161 0.36
C -2.734 -2.661 -3.984 -0.313 0.303 0.406 -1.28
H -2.203 -3.039 -4.856 -0.157 0.084 0.085 0.35
C -2.383 -1.406 -3.468 -0.121 -0.362 -0.005 1.18
C -1.340 -0.578 -4.158 0.419 -0.016 -0.118 -1.02
H -1.704 0.421 -4.456 0.053 -0.371 0.259 0.27
H -1.016 -1.104 -5.069 -0.040 0.216 0.216 0.41
H -0.451 -0.442 -3.516 -0.372 0.043 -0.243 -0.04
C -4.805 -1.183 -0.509 -0.119 -0.061 0.443 -1.59
H -5.665 -0.549 -0.779 0.307 -0.108 0.018 0.35
H -4.152 -0.612 0.165 -0.165 -0.121 -0.248 0.04
H -5.200 -2.046 0.046 0.053 0.261 -0.055 0.45
C 3.351 0.686 -2.836 0.097 0.002 -0.388 -1.13
S 1.592 0.721 -2.459 0.061 -0.247 0.445 0.43
C 1.191 2.309 -3.184 0.057 -0.076 -0.464 -1.19
H 3.840 -0.021 -2.155 -0.104 0.166 -0.172 0.31
H 3.794 1.684 -2.705 -0.109 -0.315 0.007 0.32
H 3.463 0.338 -3.872 0.375 0.166 0.199 0.30
H 1.852 3.085 -2.794 -0.112 0.016 0.086 0.37
H 1.302 2.206 -4.270 -0.046 0.322 0.070 0.42
H 0.156 2.563 -2.952 0.072 -0.070 0.126 0.19
```
Forces are in eV/Å.

- LUMO level (spin up / spin down) (Eh) = 0.0922 / 0.0916
- expectation value of S² = 6.02
- calculated total energy (eV) = -49882.39068
- multiplicity = 5
- charge = -1


Record 2
Formula: CHLiOYb
Source: the Open Molecules 2025 dataset
Level of theory: ωB97M-V with the def2-TZVPD basis set

```
5
Properties=species:S:1:pos:R:3:forces:R:3:mulliken_charge:R:1
H -0.784 -0.727 0.144 -0.317 0.279 0.677 -0.58
Yb 0.377 -2.736 -0.077 0.072 -0.034 0.012 -0.17
O 0.403 1.536 -0.168 0.513 0.009 -1.885 -0.13
C 0.659 1.370 -1.274 -0.336 0.349 1.866 0.17
Li -0.654 0.558 1.375 0.067 -0.603 -0.669 0.71
```
Forces are in eV/Å.

- LUMO level (Eh) = -0.0365
- calculated total energy (eV) = -34830.47442
- energy above the lowest of the compared OMol25 structures with the same formula, charge and spin (kJ/mol) = 0.0
- multiplicity = 1


Record 3
Formula: C11H44N22O11
Source: the Open Molecules 2025 dataset
Level of theory: ωB97M-V with the def2-TZVPD basis set

```
88
Properties=species:S:1:pos:R:3:forces:R:3:mulliken_charge:R:1
N 3.493 -1.328 -5.366 2.608 0.583 1.156 -0.41
C 2.330 -1.593 -5.909 -0.076 -3.470 -2.090 0.68
N 1.401 -0.769 -5.573 -3.769 3.364 1.422 -0.37
O 2.087 -2.546 -6.641 0.389 -0.287 -0.618 -0.68
H 4.276 -1.927 -5.584 -0.248 0.128 0.448 0.23
H 3.421 -0.789 -4.515 0.964 -0.223 -0.118 0.19
H 0.486 -0.848 -5.993 0.354 -0.060 0.217 0.21
H 1.568 -0.031 -4.903 -0.270 -0.021 -0.364 0.15
N 0.565 -0.581 0.294 -2.844 -4.177 0.257 -0.35
C 1.242 0.526 0.377 2.412 -1.346 -1.521 0.67
N 0.590 1.605 0.529 -3.698 5.444 1.062 -0.36
O 2.417 0.580 0.149 3.332 -0.413 -0.395 -0.69
H -0.438 -0.616 0.408 0.249 0.195 -0.054 0.13
H 0.974 -1.459 0.007 0.385 0.466 0.269 0.22
H -0.404 1.655 0.699 0.215 -0.056 -0.152 0.17
H 1.022 2.432 0.141 -0.039 -0.121 0.480 0.20
N -1.763 -10.018 0.194 -7.221 -8.204 2.001 -0.36
C -0.771 -9.284 0.319 4.454 0.532 4.125 0.60
N -0.844 -8.435 -0.601 2.207 6.546 -5.209 -0.37
O 0.081 -9.310 1.216 -0.358 -0.113 -0.121 -0.69
H -1.947 -10.662 0.950 0.149 -0.142 -0.157 0.22
H -2.452 -10.099 -0.540 0.514 0.615 0.062 0.16
H -1.369 -8.638 -1.440 0.421 0.558 0.116 0.20
H -0.046 -7.816 -0.592 -0.174 0.232 -0.844 0.24
N -0.075 -3.152 4.590 1.386 4.362 -4.714 -0.36
C -0.415 -4.074 5.410 -0.106 0.050 2.471 0.68
N -1.179 -4.969 4.839 -2.250 -3.050 -1.072 -0.37
O -0.107 -4.020 6.566 0.586 -0.814 2.684 -0.65
H -0.553 -3.137 3.701 0.444 0.310 0.062 0.13
H 0.408 -2.295 4.819 -0.127 -0.517 0.465 0.20
H -1.573 -5.714 5.397 0.126 0.208 -0.304 0.20
H -1.447 -4.845 3.874 -0.058 -0.541 0.423 0.16
N 2.280 9.746 -0.356 1.778 -0.036 -4.411 -0.42
C 1.535 9.180 0.552 0.670 0.666 1.754 0.65
N 1.357 10.036 1.519 -1.626 2.714 4.130 -0.39
O 1.231 8.038 0.627 -1.189 -3.259 -0.579 -0.62
H 2.468 10.739 -0.381 -0.154 -0.464 -0.306 0.19
H 2.233 9.182 -1.192 0.603 0.684 -0.487 0.24
H 1.570 11.018 1.414 -0.132 -0.377 0.218 0.14
H 0.958 9.737 2.397 0.036 0.074 -0.315 0.21
N -2.912 -5.153 -6.335 -0.706 0.499 -4.999 -0.39
C -3.091 -5.360 -5.078 -0.266 -2.461 2.344 0.62
N -2.248 -4.710 -4.272 -0.102 0.389 2.196 -0.38
O -3.845 -6.280 -4.705 0.428 1.272 0.393 -0.69
H -2.547 -4.328 -6.788 0.063 -0.143 0.413 0.21
H -3.615 -5.675 -6.839 0.260 0.198 -0.519 0.24
H -2.447 -4.981 -3.320 0.651 0.571 0.110 0.22
H -1.598 -3.980 -4.526 -0.256 -0.342 0.080 0.18
N 6.835 5.569 -1.346 -1.418 -1.563 0.551 -0.38
C 7.907 6.374 -1.479 2.183 -4.938 -0.243 0.58
N 7.590 7.595 -1.459 -1.434 7.880 0.190 -0.38
O 9.049 5.983 -1.671 0.156 -0.475 -0.166 -0.64
H 5.930 5.985 -1.181 0.212 -0.222 -0.065 0.18
H 6.940 4.602 -1.075 0.201 0.297 -0.127 0.22
H 6.887 7.996 -0.855 -0.171 -0.492 -0.239 0.20
H 8.257 8.299 -1.744 0.252 -0.497 0.114 0.23
N -4.273 -0.315 -0.500 0.313 -2.817 3.025 -0.38
C -4.582 0.417 -1.488 2.134 6.118 -3.439 0.70
N -4.974 -0.244 -2.563 -1.471 -1.873 -2.521 -0.38
O -4.258 1.623 -1.542 -1.286 -0.562 0.249 -0.70
H -4.440 -1.270 -0.784 0.316 -0.372 2.183 0.17
H -4.113 0.192 0.358 0.070 -1.025 0.246 0.24
H -5.152 0.174 -3.465 0.215 0.255 0.556 0.21
H -5.017 -1.253 -2.532 -0.261 0.256 -0.261 0.13
N -4.904 1.633 6.565 -3.252 3.131 1.967 -0.41
C -4.046 0.723 6.263 -0.263 0.350 -0.561 0.63
N -4.143 -0.349 6.986 0.501 -4.090 2.078 -0.38
O -3.324 0.887 5.351 3.543 -0.342 -4.038 -0.63
H -4.913 2.458 5.983 -0.023 0.078 0.718 0.23
H -5.208 1.558 7.526 -0.662 1.124 -0.376 0.18
H -3.728 -1.170 6.569 0.011 0.004 0.614 0.22
H -4.792 -0.430 7.756 0.175 -0.280 -0.454 0.17
N 5.611 -3.760 -0.934 0.751 3.032 0.487 -0.39
C 4.868 -4.858 -1.010 -0.998 0.727 0.206 0.65
N 5.573 -5.896 -1.311 2.612 -3.718 -1.019 -0.40
O 3.681 -4.979 -0.873 -2.306 0.995 0.584 -0.65
H 6.613 -3.784 -1.058 -0.396 0.015 0.107 0.16
H 5.225 -2.915 -0.538 -0.009 -0.232 -0.188 0.22
H 6.579 -5.823 -1.270 -0.306 -0.742 -0.040 0.17
H 5.065 -6.766 -1.239 0.580 -0.028 -0.137 0.23
N -4.342 7.915 3.104 -0.546 2.729 2.182 -0.37
C -4.606 6.840 2.391 -1.087 -1.026 -1.274 0.67
N -3.537 6.431 1.740 1.988 -1.645 -1.392 -0.39
O -5.658 6.244 2.216 -0.761 0.500 0.923 -0.66
H -3.398 8.270 3.158 -0.470 -0.010 0.040 0.16
H -5.099 8.488 3.448 0.257 -0.218 0.024 0.22
H -3.742 5.561 1.270 0.833 0.198 -0.305 0.21
H -2.668 6.944 1.694 -0.198 -0.546 -0.208 0.15
```
Forces are in eV/Å.

- LUMO level (Eh) = -0.0104
- calculated total energy (eV) = -67429.01617
- energy above the lowest of the compared OMol25 structures with the same formula, charge and spin (kJ/mol) = 933.7
- multiplicity = 1
- SMILES = NC(N)=O.NC(N)=O.NC(N)=O.NC(N)=O.NC(N)=O.NC(N)=O.NC(N)=O.NC(N)=O.NC(N)=O.NC(N)=O.NC(N)=O


Record 4
Formula: C4H40O17
Source: the Open Molecules 2025 dataset
Level of theory: ωB97M-V with the def2-TZVPD basis set

```
61
Properties=species:S:1:pos:R:3:forces:R:3:mulliken_charge:R:1
C -0.146 -0.685 0.195 -0.584 0.767 1.068 0.16
C 1.227 2.700 1.556 -0.087 0.851 1.129 -0.82
O 1.724 3.676 0.643 -0.058 0.488 0.285 -0.57
C 0.892 1.478 0.814 -0.460 -0.718 -0.896 0.10
C 0.039 0.500 1.114 1.378 -0.394 -0.806 0.14
H -0.117 -1.558 0.826 0.376 -0.630 -0.218 -0.01
H -1.158 -0.646 -0.164 -0.541 -0.081 -0.433 -0.49
H 0.511 -0.701 -0.658 0.377 -0.135 -0.119 -0.13
H 1.908 2.468 2.374 0.601 0.168 -0.126 0.36
H 0.378 3.157 2.097 0.001 -0.276 -0.489 0.29
H 2.668 3.853 0.690 0.010 -0.415 0.186 0.29
H 1.417 1.441 -0.155 -0.546 0.026 0.325 0.18
H -0.415 0.398 2.083 -0.461 0.420 0.263 0.45
H -4.476 -0.447 -0.153 -0.027 0.105 -0.293 0.34
H -3.155 0.288 -0.238 -0.043 0.484 -0.118 0.31
O -3.534 -0.614 -0.276 -0.425 -0.301 0.058 -0.69
H 0.904 1.175 -3.726 0.231 -0.221 0.005 0.24
H 1.536 0.120 -2.746 0.304 0.116 -0.276 0.21
O 1.105 1.008 -2.797 0.156 -0.197 -0.042 -0.59
H 0.743 3.713 -0.847 0.022 -0.510 -0.708 0.41
H 0.717 2.615 -2.020 0.142 0.540 0.621 0.39
O 0.352 3.466 -1.713 -0.101 0.380 -0.042 -0.71
H -0.522 1.150 -2.466 -0.734 1.137 -0.283 0.63
H -1.601 2.414 -2.774 1.051 0.214 0.087 0.28
O -1.449 1.480 -2.628 -0.957 -0.960 0.124 -0.88
H -1.631 -4.600 2.281 0.765 0.021 0.231 0.19
H -2.561 -3.498 1.810 4.915 -1.527 1.382 0.28
O -1.634 -3.632 2.194 -0.116 -4.085 0.124 -0.62
H 2.974 -0.959 -1.696 0.276 -0.042 -0.150 0.28
H 2.660 -2.042 -2.758 0.042 0.368 0.396 0.39
O 2.870 -1.094 -2.650 -0.472 -0.145 -0.446 -0.67
H -2.864 2.417 0.490 -0.583 -0.460 -0.189 0.36
H -2.381 2.254 -0.920 -0.213 -0.275 -0.403 0.45
O -3.190 2.141 -0.395 0.883 0.284 0.435 -0.71
H -3.421 -2.941 1.589 -2.329 1.417 0.128 0.32
H -3.278 -1.662 0.907 0.888 0.784 0.584 0.43
O -2.954 -2.110 1.765 -3.728 2.978 -2.555 -0.72
H 3.886 2.003 -1.635 0.148 0.233 0.320 0.33
H 3.388 3.423 -1.701 0.095 0.098 -0.040 0.31
O 4.146 2.910 -1.396 -0.339 -0.067 -0.259 -0.66
H 2.830 -4.402 -1.999 -0.015 0.014 -0.011 0.27
H 2.484 -3.576 -0.720 -0.199 0.091 -0.909 0.45
O 2.375 -3.605 -1.713 0.077 -0.278 0.532 -0.67
H 0.022 -3.134 2.601 0.267 0.321 -0.652 0.39
H 0.987 -2.838 3.687 0.432 0.239 -0.024 0.30
O 0.934 -2.785 2.724 -0.721 -0.277 0.984 -0.66
H 4.346 0.164 -0.076 -0.036 0.007 0.025 0.21
H 2.845 0.415 0.221 0.252 -0.015 -0.064 0.32
O 3.495 0.333 -0.495 -0.034 -0.273 0.436 -0.52
H 2.240 -3.296 1.731 -0.199 -0.264 -0.593 0.37
H 2.750 -4.621 1.085 -0.016 0.072 0.129 0.27
O 2.650 -3.679 0.920 0.364 -0.030 0.523 -0.69
H -1.989 -1.004 -2.392 0.081 -0.329 0.106 0.32
H -1.918 -0.189 -3.602 0.329 -0.153 -0.082 0.32
O -1.613 -1.053 -3.279 -0.418 0.070 -0.027 -0.68
H -2.753 -0.154 3.800 -0.172 0.081 0.409 0.34
H -3.530 -0.984 2.825 -0.497 0.660 0.989 0.54
O -3.672 -0.262 3.517 0.559 -0.917 -0.823 -0.81
H -3.480 2.572 2.626 0.515 0.452 -0.216 0.27
H -3.368 1.122 2.624 0.924 0.286 -0.575 0.40
O -2.851 1.918 2.281 -1.351 -0.196 0.981 -0.60
```
Forces are in eV/Å.

- LUMO level (Eh) = -0.0078
- calculated total energy (eV) = -39602.96003
- energy above the lowest of the compared OMol25 structures with the same formula, charge and spin (kJ/mol) = 198.0
- multiplicity = 1